[1]
{
  "formula": "C20H22AuN4O4S3",
  "method": "ωB97M-V/def2-TZVPD",
  "species": ["Au", "S", "C", "C", "C", "N", "C", "C", "C", "C", "C", "N", "C", "C", "H", "H", "H", "H", "H", "H", "H", "H", "O", "S", "O", "O", "S", "C", "C", "N", "C", "C", "C", "O", "C", "C", "C", "C", "N", "C", "H", "H", "H", "H", "H", "H", "H", "H", "H", "H", "H", "H", "H", "H"],
  "xyz": [[-0.65226, 0.35559, -3.78900], [-1.55384, -4.34250, 0.90505], [-1.32105, -3.01278, -0.27333], [-2.08464, -2.94956, -1.42890], [-1.80985, -1.95539, -2.35499], [-0.84622, -1.05205, -2.15881], [-0.13112, -1.10002, -1.03498], [-0.32617, -2.06506, -0.06529], [-0.20326, -5.35223, 0.29261], [-0.38968, -6.18929, -0.79738], [0.68284, -6.96211, -1.21709], [1.87826, -6.94096, -0.63474], [2.04965, -6.10908, 0.38701], [1.04803, -5.29141, 0.88893], [-2.87547, -3.66452, -1.60503], [-2.35006, -1.86905, -3.29368], [0.63006, -0.33870, -0.91973], [0.27409, -2.08168, 0.83354], [-1.34478, -6.23340, -1.30181], [0.57809, -7.63923, -2.05759], [3.03949, -6.10307, 0.83136], [1.22808, -4.62745, 1.72280], [-3.19749, 0.45671, -4.65765], [-2.44678, -0.00723, -5.83861], [-3.18499, 0.11023, -7.07858], [-1.89921, -1.35577, -5.60791], [-0.76070, 1.26443, -5.92412], [-0.46182, 3.72401, 4.71530], [-0.02318, 2.42483, 4.04382], [0.44116, 2.63367, 2.67366], [1.86626, 2.50610, 2.43088], [2.68100, 3.64304, 3.04552], [-0.52622, 2.75843, 1.71601], [-1.71250, 2.68895, 2.00624], [-0.11712, 2.97344, 0.29399], [0.77723, 3.94566, -0.13692], [1.01344, 4.08157, -1.49654], [0.32690, 3.26537, -2.38173], [-0.54891, 2.34852, -1.97987], [-0.76264, 2.21085, -0.68089], [-0.77223, 3.52771, 5.74272], [-1.30652, 4.14017, 4.16916], [0.34560, 4.45672, 4.72064], [-0.87712, 1.74796, 4.00614], [0.77923, 1.94773, 4.60869], [2.03954, 2.46101, 1.35933], [2.21127, 1.55747, 2.85724], [2.32794, 4.60812, 2.68048], [3.73273, 3.52782, 2.78020], [2.60170, 3.63730, 4.13302], [1.25187, 4.61465, 0.57136], [1.71340, 4.81917, -1.86596], [0.45503, 3.34379, -3.45670], [-1.48707, 1.46150, -0.37786]],
  "mulliken_charge": [0.30, -0.14, 0.48, -0.46, -0.15, -0.30, -0.46, -0.58, 0.37, -0.24, -0.35, -0.59, -0.36, -0.18, 0.46, 0.35, 0.54, 0.36, 0.34, 0.35, 0.35, 0.39, -0.61, 0.99, -0.67, -0.61, -0.56, -1.09, -0.82, 0.19, -0.68, -1.19, 0.33, -0.64, 0.30, 0.12, -0.69, -0.32, -0.24, -0.79, 0.37, 0.31, 0.27, 0.40, 0.43, 0.51, 0.37, 0.29, 0.39, 0.34, 0.46, 0.41, 0.34, 0.58],
  "fmax_ha_per_bohr": 0.0205,
  "spin_multiplicity": 1,
  "lumo_ev": 1.8,
  "homo_lumo_gap_ev": 5.69,
  "de_lowest_kj_mol": 120.0,
  "charge": -1,
  "total_energy_ev": -71447.480
}


[2]
{
  "formula": "C5H12NO2",
  "method": "ωB97M-V/def2-TZVPD",
  "species": ["C", "O", "C", "C", "C", "C", "O", "N", "H", "H", "H", "H", "H", "H", "H", "H", "H", "H", "H", "H"],
  "xyz": [[-1.77498, 0.46544, -0.70756], [-1.55959, -0.63849, -1.55224], [-0.63046, 0.57680, 0.33439], [-0.02092, -0.75881, 0.75751], [1.03953, -1.23636, -0.21005], [2.05719, -0.14675, -0.53503], [2.66585, 0.38776, 0.51876], [-1.18302, 1.34698, 1.54026], [-1.90643, 1.41578, -1.25833], [-2.74643, 0.34170, -0.10642], [0.15802, 1.21951, -0.07143], [-0.80682, -1.52958, 0.80258], [0.39940, -0.58069, 1.76909], [0.49045, -1.55570, -1.13693], [1.63945, -2.11307, 0.05605], [0.30305, 0.30190, -1.84578], [2.70238, -0.63789, -1.35618], [1.51631, 0.77061, -1.20483], [-1.84743, 0.74013, 2.01898], [-0.49554, 1.63074, 2.18719]],
  "mulliken_charge": [-0.71, -0.67, 0.18, -0.41, -0.86, -0.21, -0.71, -0.83, 0.22, 0.31, 0.32, 0.30, 0.30, 0.29, 0.47, 0.26, 0.28, -0.03, 0.24, 0.25],
  "fmax_ha_per_bohr": 0.0528,
  "spin_multiplicity": 1,
  "lumo_ev": 2.8,
  "homo_lumo_gap_ev": 6.62,
  "de_lowest_kj_mol": 706.9,
  "charge": -1,
  "total_energy_ev": -10959.664
}